# C31H29Cl3F5FeN3O4SSe

A structure of composition C31H29Cl3F5FeN3O4SSe in a non-equilibrium geometry (ωB97M-V/def2-TZVPD, the OMol25 dataset).

The HOMO energy (alpha / beta) is -8.076 / -8.176 eV. Its energy above the lowest of the compared OMol25 structures with the same formula, charge and spin is 26.0 kcal/mol. As for the HOMO-LUMO gap (alpha / beta): 0.304 / 0.308 Eh. As for the total energy: -207001.19463 eV. The calculation puts the molecular weight at 875.8 Da. As for the maximum force: 0.05544 Eh/bohr.

The geometry in ORCA input format:
```
! RIJCOSX wB97M-V def2-TZVPD def2/J DEFGRID3
* xyz 0 5
Fe 1.818 0.419 -0.823
C 4.846 -1.195 -1.129
C 4.782 0.275 -0.813
C 6.104 1.009 -1.108
O 3.720 0.766 -1.715
C 4.238 0.380 0.651
O 4.986 0.428 1.595
O 2.956 0.231 0.725
H 5.121 -1.491 -2.087
H 3.904 -1.718 -0.895
H 5.502 -1.639 -0.412
H 6.496 0.841 -2.156
H 6.869 0.836 -0.390
H 5.919 2.070 -1.085
H 3.783 1.709 -1.812
Cl -2.800 1.263 2.555
C -2.927 -0.213 1.685
C -3.729 -0.187 0.588
C -3.802 -1.326 -0.232
C -3.094 -2.502 0.085
C -3.060 -3.671 -0.856
C -2.032 -3.384 -1.962
N -0.726 -2.964 -1.596
C 0.396 -3.693 -1.392
C 1.415 -2.766 -1.190
N 0.914 -1.500 -1.202
C -0.378 -1.665 -1.455
O -4.269 -3.856 -1.576
C -5.451 -3.940 -0.863
C -5.393 -5.012 0.233
C -5.403 -6.370 0.172
Cl -5.588 -7.473 -1.105
S -5.163 -7.120 1.740
C -5.025 -5.542 2.478
C -5.249 -4.556 1.585
C -2.407 -2.485 1.277
Cl -1.359 -3.878 1.655
C -2.286 -1.398 2.081
H -4.416 0.604 0.335
H -4.456 -1.264 -1.128
H -2.931 -4.634 -0.409
H -2.443 -2.603 -2.587
H -1.892 -4.321 -2.542
H 0.375 -4.730 -1.613
H 2.497 -2.996 -1.041
H -1.062 -0.781 -1.487
H -6.233 -4.132 -1.633
H -5.679 -3.032 -0.310
H -4.651 -5.433 3.479
H -5.232 -3.489 1.778
H -1.651 -1.443 2.933
F -3.443 5.129 1.410
C -2.673 4.416 0.583
C -1.364 4.733 0.362
F -0.830 5.782 0.953
C -0.568 3.985 -0.499
F 0.717 4.305 -0.525
C -1.001 2.845 -1.144
Se 0.168 1.735 -2.206
C -2.383 2.599 -0.972
F -3.050 1.602 -1.600
C -3.189 3.348 -0.123
F -4.426 2.898 0.129
C 3.120 3.351 2.000
C 3.688 4.300 0.968
C 5.237 4.516 1.135
C 3.017 5.667 0.922
C 3.531 3.728 -0.352
N 3.419 3.372 -1.456
H 3.169 3.887 2.940
H 3.714 2.447 2.186
H 2.122 3.007 1.931
H 5.305 4.994 2.129
H 5.564 5.203 0.344
H 5.848 3.620 1.028
H 3.280 6.285 1.811
H 1.937 5.580 1.005
H 3.241 6.235 0.017
*
```

And the Löwdin charges, in e, turn out to be: Fe 0.661; C -0.008; C -0.444; C 0.006; O -0.125; C -0.608; O 0.085; O -0.130; H 0.076; H 0.058; H 0.100; H 0.114; H 0.078; H 0.057; H -0.011; Cl 0.755; C -0.644; C -0.111; C 0.002; C -0.225; C -0.284; C -0.052; N -0.076; C -0.051; C -0.106; N -0.013; C -0.154; O -0.102; C -0.163; C -0.300; C -0.980; Cl 0.660; S 0.975; C -0.386; C -0.161; C -0.553; Cl 0.714; C -0.100; H 0.101; H 0.146; H 0.125; H 0.145; H 0.156; H 0.119; H 0.110; H 0.109; H 0.150; H 0.104; H 0.067; H 0.117; H 0.105; F 0.128; C -0.157; C -0.163; F 0.134; C -0.262; F 0.072; C -0.478; Se 0.698; C -0.233; F 0.054; C -0.180; F 0.089; C -0.024; C -0.570; C -0.013; C -0.042; C -0.156; N 0.214; H 0.092; H 0.078; H 0.077; H 0.096; H 0.092; H 0.080; H 0.104; H 0.065; H 0.100